Entry A
The following is a DFT calculation (the ωB97M-V functional and the def2-TZVPD basis) of a 2-piece molecular cluster, C2H5NO3 overall.

Element x y z (Å)
C: -0.444 1.253 0.018
C: -0.284 -1.046 0.309
N: 0.379 0.243 0.250
O: -1.574 1.203 0.353
O: -1.167 -1.380 -0.710
O: 2.123 0.140 -0.463
H: 0.083 2.033 -0.410
H: 0.411 -1.897 0.418
H: -0.705 -0.920 1.323
H: -1.469 -0.475 -1.001
H: 2.647 0.846 -0.088

Computed properties:
LUMO level = -1.54 eV
2S+1 = 1
HOMO level = -10.594 eV
Gap between HOMO and LUMO = 9.058 eV

Mulliken atomic charge list, values in e, 4 entries:
1. C 0.0359
2. C -0.2348
3. N -0.0457
4. O -0.5063



Entry B
The following is a DFT calculation (the ωB97M-V functional and the def2-TZVPD basis) of one molecule with the formula C2H5NO3.

Element x y z (Å)
N: -2.015 0.237 -0.056
C: -0.739 0.709 -0.205
O: -0.551 1.870 -0.551
C: 0.362 -0.315 0.056
O: 1.616 0.313 0.279
O: 2.584 -0.769 0.404
H: -2.764 0.909 -0.166
H: -2.226 -0.646 0.388
H: 0.100 -0.908 0.939
H: 0.428 -0.968 -0.820
H: 3.204 -0.432 -0.269

Computed properties:
LUMO level = 0.76 eV
2S+1 = 1
HOMO level = -10.134 eV
Gap between HOMO and LUMO = 10.893 eV
SMILES = NC(=O)COO

Mulliken atomic charge list, values in e, 4 entries:
1. N -0.3829
2. C 0.5213
3. O -0.5943
4. C -0.3175



The least stable of them is entry A.



Entry A
The following is a DFT calculation (the ωB97M-V functional and the def2-TZVPD basis) of one molecule with the formula C2H5NO3.

Element x y z (Å)
O: -0.154 -1.352 0.136
C: -0.118 -0.106 0.174
C: 1.189 0.592 0.027
O: 2.279 -0.472 -0.202
N: -1.371 0.451 0.108
O: -2.497 -0.347 -0.094
H: 1.084 1.340 -0.787
H: 1.435 1.132 1.102
H: 1.709 -1.349 0.361
H: -1.541 1.340 -0.277
H: -2.014 -1.229 -0.548

Computed properties:
LUMO level = 0.66 eV
2S+1 = 1
HOMO level = -9.990 eV
Gap between HOMO and LUMO = 10.649 eV
SMILES = O=C(CO)NO

Mulliken atomic charge list, values in e, 4 entries:
1. O -0.7442
2. C 0.6591
3. C -0.3433
4. O -0.5530



Entry B
The following is a DFT calculation (the ωB97M-V functional and the def2-TZVPD basis) of a 2-piece molecular cluster, C2H5NO3 overall.

Element x y z (Å)
C: 1.485 -0.311 0.291
N: -0.459 -0.088 -0.965
C: -0.979 0.493 0.083
O: -2.242 1.017 0.002
O: 1.383 -1.612 0.312
O: -0.315 0.687 1.138
H: -2.418 1.447 0.850
H: 1.022 -1.914 -0.539
H: -1.023 -0.029 -1.805
H: 1.787 0.200 -0.610
H: 1.761 0.110 1.245

Computed properties:
LUMO level = -0.16 eV
2S+1 = 1
HOMO level = -8.934 eV
Gap between HOMO and LUMO = 8.775 eV

Mulliken atomic charge list, values in e, 4 entries:
1. C -0.0092
2. N -0.7098
3. C 0.8034
4. O -0.4833



The least stable of them is entry A.



Entry A
The following is a DFT calculation (the ωB97M-V functional and the def2-TZVPD basis) of a 2-piece molecular cluster, C4H9O3 overall.

Element x y z (Å)
C: -2.009 -0.758 -1.229
C: -2.450 -1.713 -2.391
O: -1.103 -1.369 -0.334
H: -1.308 0.125 -1.484
H: -3.110 -0.522 -0.853
H: -3.279 -1.324 -2.993
H: -1.456 -2.023 0.233
H: -2.846 -2.593 -2.008
H: -1.685 -2.041 -3.086
C: 0.995 0.359 2.067
C: 1.665 1.184 0.971
O: 0.918 1.961 0.406
O: 2.890 1.119 0.774
H: 1.596 -0.601 2.030
H: -0.042 0.116 1.912
H: 1.285 0.752 2.965

Computed properties:
LUMO level = 3.23 eV
2S+1 = 1
HOMO level = -3.277 eV
Gap between HOMO and LUMO = 6.511 eV
Charge = -1

Mulliken atomic charge list, values in e, 4 entries:
1. C -0.1736
2. C -1.1208
3. O -0.4450
4. H 0.2932



Entry B
The following is a DFT calculation (the ωB97M-V functional and the def2-TZVPD basis) of a 2-piece molecular cluster, C4H9O3 overall.

Element x y z (Å)
C: 0.049 0.129 1.250
O: 0.169 -1.214 1.237
C: -0.811 0.616 0.027
C: 0.035 0.669 -1.307
C: -0.261 1.911 -2.087
O: 0.278 2.136 -3.156
H: -0.474 0.566 2.129
H: 1.007 0.679 1.267
H: -1.571 -0.162 -0.048
H: -1.385 1.546 0.086
H: -0.302 -0.210 -1.880
H: 1.032 0.371 -1.018
H: -0.923 2.704 -1.685
H: -0.204 -3.866 2.895
H: 0.395 -2.625 2.285
O: 0.606 -3.376 2.917

Computed properties:
LUMO level = 3.71 eV
2S+1 = 1
HOMO level = -3.209 eV
Gap between HOMO and LUMO = 6.924 eV
Charge = -1

Mulliken atomic charge list, values in e, 4 entries:
1. C -0.7035
2. O -0.9300
3. C -0.6177
4. C -0.3618



The least stable of them is entry B.